The following is a DFT calculation (ωB97M-V/def2-TZVPD) of a 10-piece molecular cluster, C30H60O10 overall in a non-equilibrium geometry.

The value obtained for the HOMO energy is -9.450 eV. As for the relative energy (zero: lowest compared OMol25 entry of this formula, charge and spin): 80.49 kcal per mole. Its SMILES is CC(C)=O.CC(C)=O.CC(C)=O.CC(C)=O.CC(C)=O.CC(C)=O.CC(C)=O.CC(C)=O.CC(C)=O.CC(C)=O. The frontier orbital gap is 9.56 eV.

```
! wB97M-V def2-TZVPD RIJCOSX def2/J DEFGRID3
* xyz 0 1
C 16.029 -4.004 -13.530
C 15.992 -4.395 -15.032
O 14.941 -4.316 -15.650
C 17.135 -5.082 -15.659
H 16.921 -4.319 -12.989
H 15.164 -4.520 -13.114
H 15.751 -2.957 -13.409
H 16.997 -5.251 -16.726
H 17.298 -6.024 -15.135
H 18.067 -4.524 -15.571
C 20.228 -6.714 -17.887
C 20.813 -7.504 -19.001
O 20.265 -8.441 -19.509
C 22.255 -7.106 -19.238
H 20.542 -5.673 -17.967
H 20.527 -7.080 -16.905
H 19.142 -6.730 -17.793
H 22.917 -7.592 -18.522
H 22.277 -6.021 -19.131
H 22.598 -7.326 -20.249
C 20.713 -3.339 -13.931
C 21.084 -3.567 -15.387
O 20.275 -3.279 -16.290
C 22.545 -4.009 -15.790
H 21.640 -3.033 -13.447
H 20.321 -4.237 -13.453
H 19.997 -2.517 -13.913
H 23.088 -4.457 -14.958
H 23.119 -3.140 -16.113
H 22.576 -4.594 -16.710
C 21.677 -3.204 -19.335
C 22.007 -3.226 -20.811
O 22.600 -2.253 -21.311
C 21.433 -4.370 -21.632
H 22.422 -3.593 -18.642
H 20.849 -3.849 -19.041
H 21.588 -2.129 -19.178
H 21.895 -5.267 -21.220
H 21.533 -4.262 -22.712
H 20.380 -4.459 -21.363
C 17.505 -9.328 -15.892
C 18.989 -9.381 -15.819
O 19.561 -8.509 -15.196
C 19.794 -10.513 -16.439
H 17.229 -8.346 -15.506
H 17.083 -9.896 -15.063
H 17.177 -9.556 -16.906
H 20.315 -10.177 -17.336
H 19.184 -11.307 -16.870
H 20.411 -10.943 -15.650
C 18.447 -9.204 -22.487
C 19.285 -10.025 -23.348
O 19.578 -11.194 -23.086
C 19.652 -9.484 -24.707
H 19.031 -8.517 -21.875
H 17.831 -9.752 -21.774
H 17.802 -8.597 -23.123
H 19.391 -10.206 -25.480
H 20.694 -9.229 -24.898
H 19.211 -8.537 -25.020
C 20.170 -14.250 -20.656
C 19.998 -13.200 -19.495
O 20.570 -13.301 -18.415
C 18.997 -12.065 -19.716
H 20.343 -13.674 -21.565
H 19.221 -14.781 -20.586
H 20.994 -14.923 -20.418
H 18.311 -11.898 -18.885
H 18.572 -12.106 -20.719
H 19.546 -11.130 -19.820
C 27.083 -4.881 -22.476
C 25.623 -4.518 -22.856
O 25.284 -3.361 -23.045
C 24.580 -5.466 -22.647
H 27.349 -5.934 -22.570
H 27.158 -4.513 -21.453
H 27.765 -4.224 -23.015
H 24.604 -5.986 -21.689
H 24.913 -6.249 -23.327
H 23.578 -5.119 -22.900
C 14.762 -8.382 -19.900
C 15.055 -8.343 -18.419
O 14.858 -9.291 -17.636
C 15.759 -7.124 -17.911
H 13.683 -8.225 -19.903
H 14.996 -9.224 -20.551
H 15.127 -7.448 -20.327
H 15.746 -7.084 -16.822
H 15.601 -6.120 -18.305
H 16.809 -7.272 -18.164
C 23.366 -11.708 -15.440
C 24.458 -11.206 -16.295
O 25.591 -11.518 -15.945
C 24.173 -10.166 -17.389
H 22.691 -12.406 -15.937
H 22.784 -10.865 -15.070
H 23.824 -12.235 -14.603
H 24.858 -9.320 -17.318
H 23.157 -9.772 -17.361
H 24.517 -10.699 -18.275
*
```

***

The following is a DFT calculation (ωB97M-V/def2-TZVPD) of C30H61BrNO6P2PdSb as an isolated structure.

The value obtained for the HOMO energy is -6.095 eV. As for the relative energy (zero: lowest compared OMol25 entry of this formula, charge and spin): 9.77 kcal per mole. The frontier orbital gap is 6.66 eV.

```
! wB97M-V def2-TZVPD RIJCOSX def2/J DEFGRID3
* xyz 0 1
Pd 0.004 0.212 -0.054
C -3.052 0.603 5.307
C -1.645 0.053 5.150
C -0.582 1.131 5.251
O -1.564 -0.720 3.928
P -1.167 -0.186 2.479
O 0.207 0.364 2.404
C -1.469 -1.753 1.627
P -1.955 -1.861 -0.123
O -0.858 -1.928 -1.100
O -2.878 -3.175 -0.154
C -2.460 -4.559 -0.090
C -2.907 -5.120 1.249
C -0.982 -4.788 -0.341
O -3.017 -0.733 -0.399
C -4.461 -0.705 -0.266
C -4.928 -1.177 1.097
C -5.112 -1.445 -1.420
O -2.357 0.832 2.200
C -2.344 1.984 1.307
C -1.243 2.964 1.669
C -3.717 2.608 1.460
H -3.155 1.089 6.278
H -3.784 -0.201 5.242
H -3.266 1.335 4.528
H -1.462 -0.694 5.925
H -0.745 1.924 4.521
H 0.412 0.721 5.090
H -0.628 1.572 6.249
H -2.249 -2.264 2.199
H -0.552 -2.336 1.743
H -3.029 -5.037 -0.891
H -2.335 -4.676 2.066
H -2.749 -6.199 1.275
H -3.966 -4.922 1.413
H -0.363 -4.334 0.436
H -0.671 -4.385 -1.302
H -0.797 -5.863 -0.325
H -4.678 0.361 -0.364
H -4.771 -2.249 1.217
H -5.996 -0.976 1.195
H -4.405 -0.640 1.889
H -4.924 -2.515 -1.354
H -4.727 -1.079 -2.373
H -6.190 -1.276 -1.398
H -2.195 1.601 0.292
H -1.338 3.276 2.711
H -1.341 3.853 1.046
H -0.260 2.521 1.508
H -3.838 3.005 2.470
H -4.504 1.875 1.284
H -3.841 3.428 0.753
Br -4.777 4.407 -2.151
C -3.261 3.274 -2.231
C -2.017 3.753 -1.862
C -0.941 2.879 -1.947
N -1.047 1.626 -2.375
C -2.253 1.182 -2.714
C -3.398 1.965 -2.658
H -1.882 4.770 -1.523
H 0.053 3.203 -1.656
H -2.306 0.150 -3.039
H -4.360 1.568 -2.953
C 3.076 3.027 -0.257
C 3.815 1.695 -0.083
C 3.945 1.455 1.425
C 5.188 1.768 -0.738
Sb 2.498 0.131 -0.877
C 2.850 0.121 -3.038
C 2.705 1.572 -3.504
C 4.189 -0.432 -3.505
C 1.696 -0.680 -3.650
C 3.377 -1.738 -0.175
C 2.911 -1.917 1.269
C 2.741 -2.850 -1.014
C 4.897 -1.836 -0.246
H 3.671 3.836 0.181
H 2.111 2.998 0.256
H 2.893 3.277 -1.304
H 4.400 2.334 1.895
H 4.581 0.598 1.655
H 2.968 1.296 1.890
H 5.823 2.483 -0.201
H 5.117 2.106 -1.775
H 5.699 0.803 -0.734
H 3.508 2.209 -3.127
H 1.741 1.985 -3.197
H 2.746 1.611 -4.599
H 5.030 0.166 -3.147
H 4.223 -0.435 -4.601
H 4.341 -1.461 -3.177
H 0.735 -0.388 -3.220
H 1.814 -1.755 -3.502
H 1.660 -0.496 -4.730
H 1.823 -1.852 1.332
H 3.320 -1.157 1.937
H 3.229 -2.901 1.638
H 1.654 -2.741 -1.067
H 2.958 -3.824 -0.559
H 3.139 -2.868 -2.030
H 5.389 -1.106 0.398
H 5.278 -1.695 -1.259
H 5.215 -2.831 0.089
*
```

***

The following is a DFT calculation (ωB97M-V/def2-TZVPD) of a 6-piece molecular cluster, C30H61Cl3F8O overall in a non-equilibrium geometry.

The value obtained for the HOMO energy (alpha / beta) is 0.086 / -6.460 eV. The frontier orbital gap (alpha / beta) is 2.21 / 8.76 eV.

```
! wB97M-V def2-TZVPD RIJCOSX def2/J DEFGRID3
* xyz -1 2
C -1.288 4.397 -5.097
C -1.767 2.870 -5.207
C -1.328 2.051 -3.971
F -0.014 2.244 -3.753
F -1.969 2.334 -2.856
F -3.090 2.773 -5.450
F -1.183 2.370 -6.364
O -1.728 5.107 -6.272
C -0.680 5.619 -7.132
C -1.067 6.173 -8.554
F -1.923 7.148 -8.326
F -0.056 6.725 -9.155
F -0.106 6.566 -6.431
F 0.191 4.574 -7.363
H -0.231 4.506 -4.854
H -1.797 5.031 -4.371
H -1.507 0.982 -4.083
H -1.452 5.420 -9.242
C -4.391 -2.838 2.413
C -5.428 -2.596 3.490
C -6.514 -3.606 3.644
C -5.993 -5.013 4.146
C -5.300 -5.247 5.530
C -6.171 -4.767 6.626
H -3.873 -1.953 2.044
H -5.020 -3.245 1.621
H -3.663 -3.605 2.675
H -5.034 -2.382 4.483
H -5.959 -1.687 3.209
H -7.011 -3.785 2.691
H -7.311 -3.300 4.322
H -6.761 -5.786 4.110
H -5.253 -5.331 3.413
H -5.058 -6.301 5.669
H -4.390 -4.684 5.737
H -5.779 -5.181 7.555
H -6.152 -3.684 6.751
H -7.208 -5.084 6.515
C 0.654 4.961 -1.804
C 1.473 3.665 -1.436
C 2.423 3.913 -0.238
C 3.343 2.729 -0.030
C 4.478 3.029 0.904
C 4.011 3.115 2.424
H 1.299 5.727 -2.234
H 0.072 5.376 -0.981
H -0.071 4.770 -2.595
H 0.718 2.934 -1.149
H 2.132 3.270 -2.209
H 1.875 4.024 0.698
H 2.987 4.816 -0.470
H 2.779 1.894 0.389
H 3.815 2.441 -0.969
H 5.091 2.133 0.801
H 4.984 3.887 0.461
H 3.637 2.130 2.702
H 4.709 3.312 3.237
H 3.132 3.754 2.509
C 5.173 -0.803 -2.346
C 3.853 -1.028 -3.107
C 2.608 -0.446 -2.343
C 1.346 -0.954 -3.089
C 1.056 -2.564 -3.058
C -0.272 -2.854 -3.800
H 5.959 -1.265 -2.944
H 5.188 -1.254 -1.354
H 5.367 0.261 -2.214
H 3.864 -0.469 -4.043
H 3.838 -2.108 -3.254
H 2.626 0.643 -2.299
H 2.459 -0.770 -1.313
H 0.477 -0.457 -2.658
H 1.338 -0.588 -4.115
H 1.828 -3.201 -3.490
H 0.915 -2.955 -2.050
H -0.312 -2.477 -4.822
H -0.487 -3.921 -3.745
H -1.140 -2.474 -3.261
C 1.166 -3.726 5.686
C 1.338 -2.154 5.713
C 2.661 -1.646 5.131
C 2.988 -1.841 3.607
C 1.933 -1.206 2.629
C 2.345 -1.249 1.195
H 0.510 -4.111 4.905
H 0.727 -4.070 6.623
H 2.138 -4.214 5.623
H 0.529 -1.651 5.182
H 1.317 -1.802 6.744
H 3.449 -2.149 5.691
H 2.763 -0.589 5.378
H 3.943 -1.394 3.329
H 3.143 -2.910 3.459
H 0.945 -1.665 2.662
H 1.885 -0.153 2.906
H 1.700 -0.596 0.607
H 3.400 -0.981 1.147
H 2.226 -2.307 0.961
C -1.404 0.350 0.296
Cl -0.735 -1.278 -0.059
Cl -0.500 1.199 1.590
Cl -3.052 0.173 0.735
H -1.373 0.960 -0.607
*
```

***

The following is a DFT calculation (ωB97M-V/def2-TZVPD) of a 11-piece molecular cluster, C30H61Cl4N6O14 overall in a non-equilibrium geometry.

The value obtained for the HOMO energy is -6.468 eV. The frontier orbital gap is 8.02 eV.

```
! wB97M-V def2-TZVPD RIJCOSX def2/J DEFGRID3
* xyz -1 1
C -0.334 0.643 -0.754
C 0.202 -0.740 -0.380
O 1.184 -0.741 0.389
O -0.268 -1.746 -0.990
H -1.357 0.537 -1.119
H 0.362 1.040 -1.489
H -0.364 1.228 0.167
C -1.376 -2.531 -4.474
C -2.533 -2.701 -3.479
O -2.999 -4.059 -3.723
C -2.096 -4.698 -4.466
O -2.089 -5.858 -4.740
O -1.132 -3.870 -4.898
H -0.533 -2.204 -3.864
H -1.604 -1.968 -5.375
H -3.344 -1.986 -3.585
H -2.141 -2.677 -2.464
C 2.789 0.717 -3.296
C 3.241 0.181 -1.948
O 4.590 -0.142 -2.168
C 4.903 -0.116 -3.457
O 5.930 -0.489 -3.901
O 3.819 0.347 -4.181
H 2.484 1.760 -3.166
H 1.920 0.168 -3.673
H 2.686 -0.724 -1.670
H 2.944 0.796 -1.095
C -0.355 4.173 1.393
C -0.767 4.460 2.833
O -1.826 5.019 3.079
N 0.088 3.934 3.730
C 0.064 4.178 5.143
H -1.113 3.525 0.961
H 0.636 3.723 1.456
H -0.261 5.075 0.792
H 0.962 3.612 3.345
H -0.965 4.366 5.447
H 0.613 5.049 5.529
H 0.535 3.402 5.747
C 4.962 3.433 3.963
C 3.894 2.417 3.573
O 2.743 2.598 3.968
N 4.282 1.459 2.726
C 3.456 0.376 2.258
H 5.069 3.476 5.043
H 4.748 4.407 3.533
H 5.913 3.062 3.569
H 5.223 1.438 2.376
H 3.627 0.212 1.193
H 2.395 0.527 2.415
H 3.684 -0.598 2.698
C 1.464 -4.611 -2.431
C 0.437 -5.437 -1.673
O 0.495 -6.653 -1.813
N -0.525 -4.808 -0.988
C -1.507 -5.613 -0.261
H 1.575 -4.642 -3.511
H 2.399 -5.022 -2.031
H 1.551 -3.565 -2.112
H -0.579 -3.799 -1.003
H -2.255 -5.950 -0.979
H -2.079 -4.903 0.346
H -1.062 -6.359 0.385
C -2.717 -1.483 0.686
C -4.046 -1.581 1.372
O -4.840 -2.460 1.051
N -4.448 -0.581 2.199
C -5.675 -0.589 2.972
H -2.384 -0.489 0.386
H -2.609 -2.141 -0.168
H -1.951 -1.792 1.411
H -3.775 0.038 2.626
H -6.237 0.324 2.773
H -5.470 -0.603 4.047
H -6.264 -1.482 2.781
C 4.517 -3.478 3.459
C 3.429 -3.841 2.496
O 3.637 -4.622 1.570
N 2.214 -3.338 2.743
C 1.050 -3.516 1.878
H 4.141 -3.417 4.481
H 5.000 -2.545 3.167
H 5.290 -4.241 3.396
H 2.020 -2.826 3.585
H 1.372 -3.303 0.863
H 0.396 -2.699 2.185
H 0.518 -4.458 2.008
C -3.171 1.518 -3.599
C -4.071 1.370 -4.812
O -3.873 0.454 -5.591
N -5.175 2.157 -4.951
C -5.624 3.228 -4.069
H -3.556 0.895 -2.787
H -3.049 2.527 -3.212
H -2.224 1.055 -3.864
H -5.457 2.240 -5.915
H -5.385 4.186 -4.541
H -5.143 3.181 -3.098
H -6.708 3.166 -3.989
Cl -1.644 1.180 3.288
C 0.045 0.555 3.138
C 0.360 -0.274 4.367
Cl -0.698 -1.722 4.465
H 0.631 1.456 3.000
H 0.121 -0.056 2.237
H 0.186 0.260 5.299
H 1.423 -0.520 4.388
Cl 0.593 3.762 -1.823
C 1.334 5.341 -2.124
C 0.543 6.172 -3.143
Cl 1.239 7.812 -3.242
H 2.398 5.256 -2.333
H 1.254 5.864 -1.171
H -0.433 6.242 -2.666
H 0.513 5.691 -4.114
*
```